Record 1
ORCA calculation (ωB97M-V/def2-TZVPD) on 10 unconnected molecules or ions with the total composition C33H48NO31.

Summary:
Molar mass, g/mol: 954.72
Lowest unoccupied orbital energy, eV: 1.70
Kohn-Sham gap, eV: 6.50
Net charge: -1
F_max, eV/A: 0.89

The geometry in XYZ format:
```
113
Properties=species:S:1:pos:R:3:mulliken_charge:R:1
C -3.707 -1.271 -1.388 -1.36
C -2.609 -0.659 -0.541 1.06
O -2.149 0.497 -1.270 -0.57
C -3.127 -0.208 0.841 -0.89
N -2.490 1.003 1.323 -0.15
C -2.273 1.057 2.767 -1.09
C -0.915 0.512 3.195 0.09
O -1.032 -0.847 3.598 -0.29
C -0.134 -1.195 4.643 0.57
O 1.020 -0.738 4.519 -0.70
O -0.630 -1.894 5.543 -0.77
H -4.104 -2.205 -1.001 0.40
H -4.492 -0.534 -1.551 0.20
H -3.279 -1.491 -2.368 0.26
H -1.796 -1.367 -0.423 0.03
H -1.228 0.351 -1.492 0.29
H -2.986 -1.011 1.560 0.42
H -4.207 -0.049 0.720 0.18
H -2.991 1.817 1.013 0.20
H -3.066 0.573 3.344 0.35
H -2.282 2.113 3.047 0.49
H -0.536 1.096 4.033 0.17
H -0.235 0.605 2.348 0.14
C 2.588 1.333 6.083 0.10
C 3.372 0.255 6.785 -0.13
O 4.191 1.014 7.703 -0.33
C 3.581 2.203 7.924 0.62
O 3.926 2.984 8.757 -0.59
O 2.542 2.370 7.091 -0.35
H 1.593 1.000 5.800 -0.03
H 3.099 1.729 5.205 0.21
H 2.730 -0.417 7.355 0.30
H 3.994 -0.329 6.114 0.18
C 6.805 -1.402 7.647 -0.32
C 7.812 -2.525 7.797 -0.33
O 7.282 -3.528 6.922 -0.33
C 6.502 -2.917 5.999 0.61
O 6.041 -3.451 5.044 -0.52
O 6.315 -1.618 6.317 -0.24
H 7.241 -0.411 7.733 0.36
H 5.973 -1.487 8.345 0.26
H 8.807 -2.245 7.446 0.25
H 7.883 -2.911 8.810 0.29
C -3.689 3.180 -3.869 -0.18
C -2.985 1.845 -3.976 0.55
O -3.715 1.209 -5.048 -0.35
C -4.288 2.155 -5.801 0.65
O -4.833 1.970 -6.847 -0.60
O -4.182 3.372 -5.216 -0.28
H -3.026 3.994 -3.587 0.41
H -4.537 3.153 -3.191 0.03
H -1.943 1.952 -4.283 0.27
H -3.030 1.248 -3.067 -0.47
C -8.344 0.879 -3.383 -0.33
C -8.557 2.377 -3.283 -0.33
O -7.596 2.751 -2.290 -0.35
C -6.619 1.815 -2.268 0.70
O -5.589 1.928 -1.688 -0.51
O -6.968 0.745 -3.016 -0.28
H -8.505 0.482 -4.382 0.31
H -8.952 0.321 -2.668 0.27
H -8.320 2.896 -4.213 0.20
H -9.557 2.654 -2.961 0.31
C 6.639 -2.483 1.956 -0.23
C 7.898 -1.651 2.054 -0.34
O 8.410 -1.718 0.714 -0.38
C 7.383 -1.991 -0.121 0.52
O 7.449 -1.958 -1.309 -0.53
O 6.271 -2.305 0.578 -0.15
H 5.841 -2.144 2.610 0.32
H 6.819 -3.543 2.138 0.25
H 7.693 -0.608 2.301 0.28
H 8.626 -2.051 2.754 0.28
C -3.121 -5.412 -3.634 -0.36
C -1.831 -6.149 -3.319 -0.34
O -1.161 -5.220 -2.472 -0.27
C -2.074 -4.402 -1.909 0.61
O -1.825 -3.628 -1.045 -0.48
O -3.292 -4.585 -2.479 -0.30
H -3.979 -6.068 -3.757 0.27
H -3.027 -4.770 -4.511 0.27
H -2.000 -7.075 -2.764 0.25
H -1.228 -6.360 -4.198 0.30
C 2.126 -2.290 -0.082 -0.23
C 2.957 -3.548 -0.249 -0.02
O 2.376 -4.146 -1.416 -0.39
C 1.776 -3.171 -2.134 0.67
O 1.345 -3.312 -3.235 -0.59
O 1.732 -2.018 -1.437 -0.33
H 2.682 -1.449 0.324 0.28
H 1.232 -2.450 0.521 0.21
H 4.008 -3.332 -0.454 0.08
H 2.886 -4.226 0.597 0.31
C 4.557 0.231 -2.469 -0.30
C 5.669 1.018 -1.809 0.01
O 4.959 2.096 -1.192 -0.38
C 3.673 1.702 -0.997 0.59
O 2.873 2.304 -0.364 -0.52
O 3.440 0.523 -1.625 -0.19
H 4.747 -0.839 -2.496 0.27
H 4.335 0.582 -3.478 0.25
H 6.181 0.441 -1.039 -0.06
H 6.403 1.401 -2.513 0.32
C -5.916 6.009 -6.214 0.00
C -4.738 6.814 -5.710 -0.11
O -5.375 7.983 -5.178 -0.36
C -6.654 7.668 -4.864 0.66
O -7.394 8.370 -4.258 -0.53
O -6.971 6.442 -5.343 -0.35
H -5.766 4.937 -6.132 0.01
H -6.187 6.259 -7.241 0.26
H -4.202 6.306 -4.907 0.12
H -4.036 7.090 -6.491 0.32
```


Record 2
ORCA calculation (ωB97M-V/def2-TZVPD) on a molecular structure, C33H48P2W.

Summary:
Molar mass, g/mol: 690.54
Spin multiplicity: 3
Lowest unoccupied orbital energy (alpha / beta), eV: -7.05 / -9.09
Kohn-Sham gap (alpha / beta), eV: 5.35 / 3.28
Net charge: +2
F_max, eV/A: 4.46
Relative energy (zero: lowest compared OMol25 entry of this formula, charge and spin), kcal per mole: 0.0

The geometry in XYZ format:
```
84
Properties=species:S:1:pos:R:3:mulliken_charge:R:1
W -0.537 -0.337 1.223 -0.92
C -2.087 -0.971 2.827 0.36
C -1.673 -2.029 1.933 1.59
C 0.113 -1.471 3.318 0.91
C -1.007 -0.710 3.719 0.42
C -0.269 -2.289 2.205 0.26
C -3.493 -0.517 3.048 -1.80
H -4.114 -0.680 2.163 0.42
H -3.529 0.551 3.299 0.44
H -3.947 -1.069 3.885 0.36
C -1.102 0.082 4.974 -1.75
H -1.833 0.898 4.901 0.38
H -0.140 0.524 5.262 0.37
H -1.418 -0.565 5.810 0.40
C 1.381 -1.616 4.089 -1.59
H 1.238 -2.266 4.969 0.38
H 1.740 -0.646 4.453 0.40
H 2.173 -2.059 3.474 0.40
C 0.549 -3.413 1.672 -1.48
H 0.644 -4.195 2.438 0.37
H 1.561 -3.082 1.417 0.35
H 0.097 -3.857 0.785 0.45
C -2.590 -2.950 1.206 -1.57
H -2.831 -3.799 1.863 0.38
H -2.140 -3.355 0.297 0.30
H -3.532 -2.466 0.938 0.42
C -1.337 1.521 0.125 -0.97
C -2.404 0.593 0.185 -0.31
C -2.842 -0.321 -0.924 -1.48
C -1.698 -1.089 -1.630 0.19
C -0.504 -1.395 -0.779 -0.46
C 0.662 -0.579 -0.632 -0.69
C 0.852 0.837 -1.083 -1.48
C -0.407 1.733 -1.031 0.07
H -3.452 0.244 -1.660 0.67
H -1.381 -0.519 -2.531 -1.76
H -3.546 -1.070 -0.534 0.37
H -1.014 1.618 -1.964 -0.97
H -1.423 2.355 0.823 1.07
H -3.216 0.882 0.861 0.88
H -0.085 2.792 -1.024 0.78
H 1.611 1.308 -0.448 0.42
H 1.580 -1.151 -0.491 1.02
H 1.330 0.848 -2.081 0.75
H -2.105 -2.039 -2.036 0.79
H -0.289 -2.460 -0.689 1.08
P -1.066 1.110 -3.998 1.08
C -1.230 2.887 -4.388 -1.30
C -2.200 0.375 -5.219 -1.17
P 1.230 -0.887 -4.267 0.46
C 0.553 0.779 -4.797 -1.43
C 0.559 -1.803 -5.741 -1.28
C 2.843 -0.634 -5.146 -1.21
H -0.362 3.444 -4.005 0.41
H -2.155 3.265 -3.931 0.42
H -1.289 2.988 -5.480 0.44
H -2.046 0.897 -6.173 0.47
H -3.223 0.554 -4.863 0.43
H -2.029 -0.702 -5.345 0.25
H 2.683 -0.378 -6.202 0.40
H 3.407 -1.575 -5.102 0.42
H 3.423 0.165 -4.668 0.37
H 1.281 1.571 -4.533 0.66
H 0.387 0.799 -5.892 0.72
H 1.121 -2.745 -5.811 0.45
H 0.746 -1.228 -6.661 0.42
H -0.512 -2.015 -5.650 0.28
C 4.964 1.259 2.759 -0.85
C 4.325 0.199 2.068 -1.09
C 2.947 0.198 1.900 0.47
C 2.141 1.254 2.405 1.41
C 0.721 1.301 2.268 0.42
C -0.008 2.308 2.899 -0.22
C 0.633 3.314 3.650 -1.26
C 2.007 3.286 3.801 -0.93
C 2.790 2.294 3.167 0.52
C 4.195 2.292 3.277 -0.81
H 6.042 1.259 2.873 0.42
H 4.920 -0.621 1.660 0.46
H 2.481 -0.641 1.366 0.31
H -1.100 2.323 2.855 0.41
H 0.033 4.100 4.119 0.41
H 2.533 4.041 4.409 0.40
H 4.667 3.142 3.770 0.42
```


Record 3
ORCA calculation (ωB97M-V/def2-TZVPD) on a molecular structure, C33H49Cl3MgN2O3PSi.

Summary:
Molar mass, g/mol: 711.49
Lowest unoccupied orbital energy (alpha / beta), eV: 2.14 / 2.14
Kohn-Sham gap (alpha / beta), eV: 3.18 / 3.65
Net charge: -1
F_max, eV/A: 4.46
Relative energy (zero: lowest compared OMol25 entry of this formula, charge and spin), kcal per mole: 197.8

The geometry in XYZ format:
```
93
Properties=species:S:1:pos:R:3:mulliken_charge:R:1
C 2.613 -3.328 -4.063 -1.49
C 2.454 -2.132 -4.978 0.54
H 2.029 -4.201 -4.415 0.31
H 2.280 -3.009 -3.068 0.25
H 3.667 -3.667 -4.055 0.35
C 2.435 -2.351 -6.304 -0.25
C 2.240 -3.670 -6.918 -1.66
H 2.598 -1.600 -7.083 0.56
H 1.387 -4.195 -6.499 0.32
H 3.131 -4.301 -6.888 0.29
H 2.039 -3.463 -7.962 0.44
Mg 2.921 1.219 -2.144 0.99
Cl 1.084 1.034 4.033 -0.39
Cl 4.566 2.678 -2.053 -0.67
C 1.522 2.891 -0.110 -0.12
O 1.345 1.946 -0.950 -0.71
N 0.554 3.541 0.555 0.39
C -0.810 3.033 0.639 -0.78
C 0.729 4.943 0.902 -0.91
H 2.547 3.255 0.116 0.30
H -0.748 2.145 1.281 0.22
H -1.159 2.798 -0.379 0.20
H -1.428 3.808 1.117 0.41
H 1.670 5.158 1.414 0.36
H -0.099 5.227 1.560 0.22
H 0.670 5.589 0.015 0.34
H -0.183 -3.931 3.429 0.38
H -0.083 -4.330 -0.076 0.27
C -1.004 -4.184 2.755 -1.03
C -1.072 -4.005 0.295 -0.61
N -0.935 -3.342 1.579 0.26
H -1.948 -4.029 3.282 0.24
C -0.563 -2.027 1.704 0.24
O -0.146 -1.288 0.812 -0.67
H -1.578 -3.364 -0.440 -0.11
H -0.686 -1.666 2.746 0.14
H -0.936 -5.243 2.493 0.43
H -1.666 -4.917 0.459 0.44
O 2.638 -0.277 -3.140 -0.54
C 2.677 -0.605 -4.491 0.23
C 1.149 0.242 -6.390 0.20
C 2.056 0.488 -5.357 0.59
H 0.718 -0.767 -6.452 0.47
C 0.649 1.275 -7.199 -0.94
H 3.771 -0.545 -4.619 0.40
C 2.491 1.807 -5.173 -0.54
H -0.190 1.057 -7.852 0.34
C 1.090 2.586 -7.023 -0.65
C 1.977 2.828 -5.966 -0.83
H 3.203 2.035 -4.352 0.47
H 0.780 3.390 -7.682 0.38
H 2.206 3.837 -5.653 0.42
Si -1.164 -0.745 -3.104 1.05
Cl -0.279 -2.584 -2.683 -0.40
C -1.523 -1.566 -4.731 -1.19
C -0.774 1.184 -3.201 -0.52
C -2.038 -0.666 -1.453 -1.00
H -1.741 -0.785 -5.462 0.26
H -2.368 -2.117 -4.256 0.44
H -0.698 -2.234 -5.054 0.22
H -2.399 -1.664 -1.154 0.31
H -2.868 0.065 -1.547 0.43
H -1.263 -0.378 -0.699 0.08
H -1.412 1.319 -4.104 0.44
H 0.220 1.661 -3.387 0.03
H -1.209 1.678 -2.296 -0.08
C 1.255 0.884 7.088 -1.30
P 0.038 0.838 5.816 1.13
C -0.798 -0.727 5.674 0.24
C -2.118 -0.795 5.186 -0.33
C -2.759 -2.034 5.104 -0.30
C -2.092 -3.194 5.497 -0.78
C -0.769 -3.132 5.940 -0.55
C -0.118 -1.906 6.034 -0.62
C -1.126 2.188 5.864 0.19
C -0.913 3.368 5.124 -0.77
C -1.841 4.414 5.182 -0.35
C -2.956 4.317 6.016 -0.66
C -3.137 3.179 6.806 -0.50
C -2.229 2.122 6.746 -0.35
H 0.753 0.739 8.044 0.35
H 1.735 1.864 7.077 0.34
H 2.004 0.103 6.950 0.47
H -2.637 0.118 4.874 0.38
H -3.781 -2.085 4.718 0.31
H -2.589 -4.160 5.399 0.47
H -0.234 -4.050 6.184 0.36
H 0.919 -1.848 6.371 0.10
H -0.023 3.459 4.494 0.21
H -1.678 5.309 4.575 0.33
H -3.671 5.135 6.060 0.34
H -3.993 3.110 7.475 0.36
H -2.376 1.241 7.380 0.34
```


Record 4
ORCA calculation (ωB97M-V/def2-TZVPD) on 3 unconnected molecules or ions with the total composition C33H49ClN8PS2.

Summary:
Molar mass, g/mol: 688.37
Lowest unoccupied orbital energy, eV: -2.74
Kohn-Sham gap, eV: 8.20
Net charge: +1
F_max, eV/A: 1.79

The geometry in XYZ format:
```
94
Properties=species:S:1:pos:R:3:mulliken_charge:R:1
C -3.211 0.243 1.898 -0.51
C -2.330 0.287 1.092 -0.73
N -1.276 0.374 0.221 0.53
C -0.467 1.500 0.394 -0.20
N -1.060 2.674 0.426 0.17
Cl -0.239 4.109 0.728 0.00
N 0.829 1.224 0.533 0.62
C 1.832 1.819 -0.367 -1.20
C 1.503 1.775 -1.883 -0.42
C 1.444 3.181 -2.515 -1.10
N 1.957 3.140 -3.885 -0.54
C 0.903 -0.227 1.009 1.82
C 2.246 -0.913 0.785 -0.08
C 2.456 -2.153 1.667 -1.80
C 2.584 -1.258 -0.687 -0.79
C 4.060 -0.936 -1.036 -1.48
P 0.442 0.160 2.843 -0.40
C 0.254 -1.335 3.894 -0.79
C -0.841 -2.339 3.485 -1.07
C 2.030 0.900 3.443 -0.22
C 2.008 1.026 4.968 -1.48
C -0.274 -0.734 0.173 -0.37
C -0.804 -2.163 0.120 -0.92
C -0.657 -2.755 -1.287 -0.08
C -1.643 -3.893 -1.502 -1.12
S -1.676 -4.511 -3.217 -0.10
C -1.923 -3.074 -4.189 0.19
S -1.369 -2.984 -5.704 -0.18
N -2.621 -1.993 -3.605 0.17
C -3.781 -2.056 -2.863 -0.35
C -4.060 -0.767 -2.522 -0.71
N -3.108 0.082 -3.031 -0.59
C -2.265 -0.673 -3.677 -0.29
H -4.046 0.079 2.537 0.73
H -2.061 2.754 0.310 0.32
H 2.838 1.457 -0.191 0.31
H 1.864 2.880 -0.128 0.74
H 2.324 1.252 -2.371 0.51
H 0.554 1.276 -2.077 0.16
H 0.389 3.482 -2.509 0.34
H 1.993 3.923 -1.940 0.56
H 1.242 2.806 -4.517 0.23
H 2.243 4.062 -4.184 0.23
H 3.000 -0.189 1.097 0.99
H 1.536 -2.678 1.911 0.30
H 2.919 -1.881 2.613 0.26
H 3.125 -2.848 1.165 0.52
H 1.965 -0.740 -1.415 0.08
H 2.459 -2.327 -0.849 0.87
H 4.617 -0.554 -0.182 0.30
H 4.572 -1.784 -1.479 0.38
H 4.089 -0.147 -1.790 0.28
H -0.006 -0.945 4.878 0.65
H 1.180 -1.886 4.059 0.56
H -1.362 -2.686 4.374 0.42
H -0.386 -3.219 3.033 0.24
H -1.565 -1.941 2.778 0.07
H 2.168 1.865 2.959 0.34
H 2.862 0.250 3.169 0.20
H 1.124 1.576 5.289 0.39
H 2.021 0.048 5.440 0.33
H 2.884 1.566 5.322 0.42
H 0.133 -0.588 -0.830 -0.66
H -0.355 -2.828 0.848 0.11
H -1.881 -2.114 0.306 0.69
H 0.347 -3.167 -1.397 0.13
H -0.788 -1.985 -2.036 0.31
H -1.378 -4.764 -0.903 0.51
H -2.649 -3.606 -1.208 0.46
H -4.297 -2.972 -2.646 0.60
H -4.897 -0.436 -1.932 0.57
H -1.390 -0.331 -4.202 0.54
N -6.957 -1.627 0.583 -0.49
C -6.544 -0.369 0.725 0.05
C -7.379 0.683 1.068 -0.63
C -8.723 0.414 1.274 -0.27
C -9.170 -0.889 1.128 -0.39
C -8.250 -1.869 0.784 -0.24
H -5.486 -0.206 0.548 0.46
H -6.986 1.686 1.171 0.36
H -9.410 1.206 1.541 0.39
H -10.210 -1.144 1.277 0.37
H -8.561 -2.901 0.664 0.38
N 6.465 4.017 0.444 -0.58
C 5.348 4.054 -0.277 -0.35
C 5.154 3.317 -1.436 0.02
C 6.184 2.500 -1.877 -0.34
C 7.355 2.453 -1.140 -0.46
C 7.444 3.227 0.010 -0.26
H 4.569 4.711 0.098 0.40
H 4.223 3.388 -1.983 0.33
H 6.074 1.912 -2.779 0.47
H 8.186 1.832 -1.446 0.39
H 8.343 3.216 0.615 0.37
```


Record 5
ORCA calculation (ωB97M-V/def2-TZVPD) on 9 unconnected molecules or ions with the total composition C33H49F4NO16.

Summary:
Molar mass, g/mol: 791.74
Lowest unoccupied orbital energy, eV: 0.59
SMILES string: O=C1OC[C@@H](F)O1.O=C1OC[C@@H](F)O1.O=C1OC[C@@H](F)O1.O=C1OC[C@@H](F)O1.c1ccncc1.C1CCOC1.C1CCOC1.C1CCOC1.C1CCOC1
Kohn-Sham gap, eV: 9.88
Net charge: 0
F_max, eV/A: 4.12

The geometry in XYZ format:
```
103
Properties=species:S:1:pos:R:3:mulliken_charge:R:1
O -1.737 0.392 -4.568 -0.62
C -0.599 -0.069 -4.392 0.61
O -0.350 -1.360 -4.700 -0.45
C 0.996 -1.594 -4.103 -0.24
C 1.596 -0.167 -3.921 0.87
F 2.426 0.256 -4.864 -0.36
O 0.437 0.662 -3.909 -0.46
H 0.857 -2.062 -3.135 0.10
H 1.544 -2.233 -4.806 0.40
H 2.043 -0.051 -2.964 0.02
O 2.584 1.998 4.630 -0.58
C 1.399 1.877 4.422 0.47
O 0.734 0.761 4.893 -0.35
C -0.592 0.840 4.237 0.30
C -0.780 2.291 3.875 1.02
F -1.373 2.997 4.874 -0.39
O 0.582 2.757 3.813 -0.35
H -0.521 0.188 3.351 -0.19
H -1.413 0.453 4.822 0.38
H -1.222 2.452 2.852 -0.24
O -2.999 3.663 -1.045 -0.49
C -3.070 3.711 -2.226 0.67
O -1.981 3.611 -3.072 -0.33
C -2.512 3.403 -4.412 0.18
C -3.965 3.829 -4.233 0.28
F -4.850 2.766 -4.544 -0.29
O -4.145 4.080 -2.903 -0.32
H -1.902 3.989 -5.090 0.32
H -2.362 2.334 -4.592 -0.09
H -4.297 4.698 -4.732 0.26
O -0.021 -2.313 -0.332 -0.67
C -0.243 -1.108 -0.279 0.07
O -0.486 -0.330 0.773 -0.16
C -0.813 0.988 0.244 0.78
C -0.246 0.952 -1.174 0.27
F 1.046 1.348 -1.252 -0.44
O -0.160 -0.412 -1.413 0.26
H -1.912 1.213 0.272 -0.76
H -0.391 1.782 0.856 0.39
H -0.756 1.480 -1.951 0.03
C -5.713 0.274 2.561 -0.28
C -4.949 -0.779 2.931 -0.89
C -3.553 -0.659 2.827 -0.25
N -2.975 0.488 2.557 0.25
C -3.748 1.548 2.233 -0.03
C -5.093 1.410 2.087 -1.02
H -6.769 0.112 2.522 0.39
H -5.465 -1.690 3.108 0.43
H -2.946 -1.515 2.868 0.65
H -3.306 2.516 2.075 0.36
H -5.750 2.226 1.743 0.45
C 5.154 3.145 0.954 -0.60
C 4.194 1.892 1.095 0.02
C 4.887 0.821 0.236 0.14
O 6.054 1.364 -0.402 -0.45
C 5.936 2.767 -0.325 -0.45
H 5.802 3.198 1.834 0.25
H 4.643 4.141 0.981 0.35
H 3.183 2.067 0.699 -0.11
H 3.996 1.576 2.110 0.22
H 4.192 0.609 -0.598 -0.32
H 5.052 -0.131 0.739 0.38
H 5.397 3.133 -1.229 0.23
H 6.941 3.210 -0.405 0.34
C 0.680 -2.788 6.282 -0.68
C -0.476 -2.981 7.306 -0.53
C -1.666 -2.265 6.678 -0.59
O -1.194 -1.614 5.516 -0.25
C -0.148 -2.487 5.012 -0.40
H 1.343 -3.617 6.254 0.37
H 1.408 -2.008 6.378 0.30
H -0.193 -2.558 8.298 0.28
H -0.809 -3.984 7.477 0.31
H -2.196 -1.536 7.299 0.31
H -2.421 -2.964 6.309 0.32
H 0.367 -1.957 4.177 0.25
H -0.648 -3.406 4.602 0.31
C -3.785 -1.785 -3.164 -0.49
C -4.647 -0.477 -2.785 -0.84
C -3.692 0.271 -1.918 0.57
O -2.881 -0.701 -1.280 -0.24
C -2.892 -1.947 -2.005 -0.29
H -3.208 -1.715 -4.201 0.09
H -4.562 -2.613 -3.230 0.38
H -5.455 -0.858 -2.215 0.41
H -5.098 0.049 -3.622 0.33
H -4.178 0.848 -1.102 0.35
H -3.064 0.944 -2.597 -0.76
H -3.108 -2.722 -1.320 0.51
H -1.919 -2.196 -2.373 -0.02
C 6.015 -3.010 -4.073 -0.59
C 6.052 -2.733 -2.533 -0.62
C 4.585 -2.743 -2.117 -0.37
O 3.935 -2.137 -3.150 -0.18
C 4.686 -2.304 -4.395 -0.47
H 5.940 -4.060 -4.182 0.31
H 6.845 -2.551 -4.631 0.33
H 6.451 -1.786 -2.250 0.21
H 6.567 -3.433 -1.855 0.40
H 4.398 -2.107 -1.223 0.10
H 4.226 -3.743 -1.906 0.33
H 4.894 -1.275 -4.792 0.27
H 4.144 -2.853 -5.176 0.28
```